C6H8BrO6 | ωB97M-V/def2-TZVPD

Geometry as ORCA input:
```
! RIJCOSX wB97M-V def2-TZVPD def2/J DEFGRID3
* xyz -1 1
O -1.20493 -3.04134 0.44933
C -1.87600 -3.87305 -0.40712
C 3.20137 3.07740 0.35749
H -2.17967 -1.32694 1.13477
O 2.14266 3.66918 -0.10091
H 1.41184 0.72625 0.26220
H 0.87089 1.44483 1.70020
C 1.51742 1.64134 0.84493
O -2.75278 -3.18928 -1.17470
O 4.34427 3.55142 0.36538
H -1.71594 -1.62892 -1.85869
O -1.80633 -5.10826 -0.31431
C -1.61075 -1.73189 0.29784
H 0.39069 3.48555 0.66424
H -3.27771 -1.22623 -1.07303
H 0.63522 2.53210 -0.93822
C -2.38362 -1.84787 -1.02540
Br 1.09865 -0.77977 -0.44657
C 1.00450 2.83456 0.04170
O 2.87875 1.95336 1.03839
H -0.68846 -1.16253 0.18247
*
```

Summary:
HOMO level = -4.28 eV
Relative energy (zero: lowest compared OMol25 entry of this formula, charge and spin) = 2.4180 eV
LUMO energy = 3.2 eV

Here are the Mulliken charges for atoms 1 to 8, given in e: number 1, O, carries -0.2803; number 2, C, carries 0.6843; number 3, C, carries 0.6582; number 4, H, carries 0.2249; number 5, O, carries -0.3464; number 6, H, carries -0.0964; number 7, H, carries 0.3280; number 8, C, carries 0.0477

---

C6H16O | ωB97M-V/def2-TZVPD

Geometry as ORCA input:
```
! RIJCOSX wB97M-V def2-TZVPD def2/J DEFGRID3
* xyz 0 1
H -1.73951 0.38171 1.44356
H 0.16454 1.55509 1.01435
H -0.62882 2.10099 -2.61387
H -0.90590 -0.55768 -3.44450
H 1.56718 0.40890 -1.92689
O -1.12846 1.33213 -2.90011
H 0.41460 -1.16340 0.80764
C 0.90630 -1.33880 2.81416
C 0.59956 -0.10232 -1.96203
C -0.22232 0.25292 -3.19200
H 0.42967 0.54534 -4.00841
H 0.04502 0.10892 -1.05900
H -1.53425 -0.39572 2.99225
C 0.21865 -0.54657 1.68550
H 1.81233 -1.83296 2.45783
H 0.22082 -2.09608 3.20063
C 0.80680 0.86800 1.56884
H 0.90440 1.20227 2.60261
H 1.21163 -0.72399 3.66357
H -1.79398 -1.33529 1.49711
C -1.29291 -0.46982 1.93827
H 1.78306 0.89626 1.08769
H 0.93563 -1.14536 -1.90618
*
```

Summary:
HOMO level = -10.38 eV
SMILES = CC(C)C.CCO
Relative energy (zero: lowest compared OMol25 entry of this formula, charge and spin) = 0.7702 eV
LUMO energy = 0.9 eV

Here are the Mulliken charges for atoms 1 to 8, given in e: number 1, H, carries 0.3744; number 2, H, carries 0.3479; number 3, H, carries 0.2840; number 4, H, carries 0.2628; number 5, H, carries 0.3133; number 6, O, carries -0.5330; number 7, H, carries 0.0625; number 8, C, carries -1.4887

---

C2H4Cl2F6MgN3O12S6 | ωB97M-V/def2-TZVPD

Geometry as ORCA input:
```
! RIJCOSX wB97M-V def2-TZVPD def2/J DEFGRID3
* xyz -1 1
C -4.25527 16.45800 -8.82095
H -4.23277 17.16984 -8.00051
N -4.35242 13.35865 -3.57788
S -3.07479 13.75369 -2.71704
Cl -4.10522 14.44220 -6.97394
O -1.34780 10.65047 -6.21060
F -3.03463 10.58824 -3.61901
Cl -5.93292 16.20480 -9.30348
S -5.47695 13.25009 -2.25896
O -6.15756 11.99315 -2.36426
O -7.78075 10.27336 -7.19497
N -7.79184 11.21767 -4.82552
S -8.54084 10.49653 -5.97151
H -3.40739 14.54467 -9.28447
N -3.79985 11.24811 -5.89129
O -9.97508 10.46457 -5.91888
C -3.48956 15.19759 -8.41638
F -2.09945 13.35548 -3.93922
F -2.57906 11.84632 -7.88141
O -5.20104 9.94965 -4.16089
F -6.46901 14.40207 -2.70153
O -6.44995 13.15263 -5.69071
O -2.98320 9.54763 -7.69630
H -3.70201 16.76977 -9.70582
S -3.90628 9.89362 -4.75625
Mg -4.50893 12.84052 -5.33487
O -8.66640 12.99743 -6.75310
S -2.65204 10.64443 -6.81302
S -7.84429 12.74104 -5.60243
O -2.67203 12.86091 -1.68127
F -8.54128 13.74706 -4.56067
O -3.18950 8.66460 -4.93575
H -2.46028 15.46225 -8.17426
O -2.83511 15.15137 -2.51069
F -8.21972 9.07329 -5.23870
O -5.20737 13.65275 -0.89829
*
```

Summary:
HOMO level = -7.56 eV
Relative energy (zero: lowest compared OMol25 entry of this formula, charge and spin) = 3.2508 eV
LUMO energy = 1.7 eV

Here are the Mulliken charges for atoms 1 to 8, given in e: number 1, C, carries -0.4693; number 2, H, carries 0.3335; number 3, N, carries 0.1675; number 4, S, carries 0.9836; number 5, Cl, carries 0.1095; number 6, O, carries -0.5568; number 7, F, carries -0.2439; number 8, Cl, carries -0.1508

---

C3H9NO3S2 | ωB97M-V/def2-TZVPD

Geometry as ORCA input:
```
! RIJCOSX wB97M-V def2-TZVPD def2/J DEFGRID3
* xyz 0 1
H 2.02085 2.17979 -0.31015
S -2.47255 0.10939 -0.11841
H 2.14400 -1.91718 1.43752
H 0.34688 2.53950 -1.01202
S -0.98418 0.71542 1.18966
H 1.52505 1.57589 -1.98446
O -1.82684 -0.33088 -1.36364
O -3.49148 1.14458 -0.05900
H 0.11467 -0.12461 -1.08267
C 1.11628 1.80222 -0.87595
N 1.68628 -0.26373 0.28974
C 0.78442 0.44971 -0.40023
H 0.25283 -1.67236 1.08968
O -3.07300 -1.26352 0.51269
H 1.42350 -2.26669 -0.02853
C 1.36603 -1.56041 0.73192
H 2.45935 0.33298 0.57038
H -3.39208 -1.45010 1.41346
*
```

Summary:
HOMO level = -8.76 eV
Relative energy (zero: lowest compared OMol25 entry of this formula, charge and spin) = 0.7452 eV
LUMO energy = 0.4 eV

Here are the Mulliken charges for atoms 1 to 8, given in e: number 1, H, carries 0.2999; number 2, S, carries 1.1377; number 3, H, carries 0.3353; number 4, H, carries 0.2988; number 5, S, carries -0.3029; number 6, H, carries 0.2699; number 7, O, carries -0.6169; number 8, O, carries -0.5480

---

C4H2O | ωB97M-V/def2-TZVPD

Geometry as ORCA input:
```
! RIJCOSX wB97M-V def2-TZVPD def2/J DEFGRID3
* xyz 0 1
O 1.95463 0.06499 -0.23426
H 0.43501 1.68524 0.18640
C -0.22684 0.38439 -0.02461
C -2.59952 -0.16466 0.08317
C -1.49372 0.04502 -0.43173
H 0.98490 -1.53811 0.34582
C 0.94554 -0.47686 0.07521
*
```

Summary:
HOMO level (alpha / beta) = -10.62 / -10.62 eV
Relative energy (zero: lowest compared OMol25 entry of this formula, charge and spin) = 4.5835 eV
LUMO energy (alpha / beta) = -2.3 / -2.3 eV

So, what does the Mulliken scheme give us? The charges, in e, come out as: number 1, O, carries -0.3639; number 2, H, carries 0.2691; number 3, C, carries -0.1048; number 4, C, carries -0.2618; number 5, C, carries -0.0188; number 6, H, carries 0.3760; number 7, C, carries 0.1042

---

C4H13NOS | ωB97M-V/def2-TZVPD

Geometry as ORCA input:
```
! RIJCOSX wB97M-V def2-TZVPD def2/J DEFGRID3
* xyz 0 1
H 2.49899 -0.85341 -1.91958
H -0.74821 -1.02484 -1.68006
H -1.14063 0.94192 0.56162
H 1.53056 0.02264 2.87377
C -0.65908 -0.01700 -1.29202
H 0.78849 2.18622 -0.91244
H 2.17922 0.78364 -2.56553
H 2.09462 1.51055 -0.18688
C -1.54005 0.14682 -0.05789
H 1.39336 1.08166 1.77209
H -2.00097 -2.15443 -0.02242
C 0.82603 0.11647 -0.97225
S -1.65811 -1.34514 0.98475
O 1.73155 0.95340 2.67032
C 1.73644 -0.13500 -2.19125
N 1.09057 1.41793 -0.31232
H 1.01454 -0.61189 -0.19967
H -1.03495 0.69165 -2.03780
H -2.54702 0.41776 -0.36427
H 1.20125 -0.58989 -3.02281
*
```

Summary:
HOMO level = -9.14 eV
SMILES = C[C@@H](N)CCS.O
Relative energy (zero: lowest compared OMol25 entry of this formula, charge and spin) = 0.2733 eV
LUMO energy = 0.8 eV

Here are the Mulliken charges for atoms 1 to 8, given in e: number 1, H, carries 0.3347; number 2, H, carries 0.3704; number 3, H, carries 0.4217; number 4, H, carries 0.3120; number 5, C, carries -0.9149; number 6, H, carries 0.2240; number 7, H, carries 0.3460; number 8, H, carries 0.2922

---

Number 1: energy -3258.92937 Eh. Number 2: energy -313.41524 Eh. Number 3: energy -5254.62381 Eh. Number 4: energy -1196.48495 Eh. Number 5: energy -228.59094 Eh. Number 6: energy -688.37867 Eh.